{
  "formula": "C15H24N2",
  "method": "the ωB97M-V functional and the def2-TZVPD basis",
  "species": ["C", "C", "C", "N", "N", "C", "C", "C", "C", "C", "C", "C", "C", "C", "C", "C", "C", "H", "H", "H", "H", "H", "H", "H", "H", "H", "H", "H", "H", "H", "H", "H", "H", "H", "H", "H", "H", "H", "H", "H", "H"],
  "positions_angstrom": [[-2.1485, -2.4094, 2.0828], [-1.6592, -1.5135, 0.9393], [-0.2747, -0.8257, 1.3081], [0.0981, -0.0068, 0.1241], [1.1166, 0.6932, 0.4516], [1.3118, 1.8691, -0.4033], [1.6715, 1.7573, -1.9024], [1.2935, 3.1798, -2.3453], [0.5640, 3.8283, -1.1423], [1.6202, 4.2560, -0.0636], [2.1909, 2.8996, 0.3788], [-0.0915, 2.5728, -0.6327], [-0.6069, -0.1271, 2.6169], [-0.6982, -1.2280, 3.6712], [-0.9605, -2.6445, 3.1216], [0.3239, -3.0235, 2.4065], [0.8211, -1.8793, 1.5974], [-3.0912, -2.1059, 2.5415], [-2.3200, -3.3002, 1.5569], [-1.6857, -2.0639, 0.0068], [-2.3658, -0.7286, 0.6981], [2.7071, 1.4986, -2.0323], [1.1067, 1.0055, -2.3869], [2.2480, 3.7509, -2.6064], [0.6505, 3.1132, -3.2029], [-0.0644, 4.6842, -1.4096], [1.0820, 4.8288, 0.6751], [2.4606, 4.7935, -0.4827], [3.2246, 2.7066, 0.0685], [2.1198, 2.7861, 1.4518], [-0.7213, 2.7335, 0.2649], [-0.6146, 2.0980, -1.4530], [0.2026, 0.6024, 2.9577], [-1.4774, 0.4800, 2.5005], [-1.3985, -0.9584, 4.4529], [0.2282, -1.2354, 4.2005], [-1.2284, -3.3832, 3.8492], [0.3167, -3.9469, 1.7470], [1.0425, -3.3349, 3.1166], [1.6312, -1.3170, 2.0920], [1.2702, -2.2370, 0.7283]],
  "forces_ev_per_angstrom": [[1.415, -0.142, 0.473], [0.678, 0.902, 0.196], [-1.195, -2.098, -1.323], [2.353, 2.104, 2.091], [-2.291, -1.357, -0.975], [-1.770, -0.574, 0.434], [0.896, 0.645, 1.720], [1.997, 1.288, -0.442], [0.912, 0.872, -0.654], [-0.289, -1.056, -1.395], [-0.594, -0.670, -0.791], [0.732, 0.946, 1.387], [2.101, 0.995, 0.164], [-0.438, -0.327, 1.158], [-1.277, 1.635, -1.856], [-0.621, -1.891, -0.945], [0.276, 1.999, 0.694], [0.269, 0.211, 0.188], [-0.630, -1.782, -0.125], [0.808, -0.341, -0.220], [-0.150, 0.546, 0.325], [0.619, 0.105, -0.191], [-0.800, -0.797, -0.308], [-1.356, -0.545, 0.053], [-0.226, 0.293, -0.535], [-0.073, -0.304, -0.149], [0.271, 0.105, 0.616], [-0.260, 0.786, -0.207], [-0.030, 0.424, 0.219], [-0.061, -0.454, 0.184], [0.365, -0.405, -0.377], [-0.431, -0.329, 0.312], [-0.794, -0.940, -0.683], [-0.925, 0.199, -0.010], [-0.539, 0.025, 0.010], [0.943, -0.143, 0.393], [-0.229, -0.163, 0.624], [-0.863, 0.870, 0.578], [0.912, -0.011, 1.131], [-0.236, -0.193, 0.061], [0.532, -0.430, -1.826]],
  "nbo_charge": [-0.412, -0.416, 0.107, -0.139, -0.142, 0.083, -0.409, -0.404, -0.221, -0.405, -0.414, -0.412, -0.413, -0.412, -0.204, -0.408, -0.431, 0.206, 0.204, 0.208, 0.208, 0.206, 0.216, 0.203, 0.213, 0.213, 0.208, 0.208, 0.206, 0.224, 0.213, 0.218, 0.220, 0.205, 0.214, 0.200, 0.216, 0.201, 0.211, 0.214, 0.216],
  "homo_lumo_gap_ev": 9.6,
  "smiles": "C1CC2(/N=N/[C@]34CC[C@H](CC3)C4)CCC1CC2",
  "e_homo_ha": -0.3188,
  "largest_force_ev_per_a": 3.79,
  "energy_ev": -18922.37229,
  "relative_energy_kcal_mol": 50.5
}